{"formula": "C16H20Cl3FHfO", "method": "ωB97M-V/def2-TZVPD", "gap_ev": 4.919, "total_charge": -2, "elements": ["C", "C", "C", "C", "C", "C", "C", "C", "C", "C", "Hf", "Cl", "Cl", "Cl", "H", "H", "H", "H", "H", "H", "H", "H", "H", "H", "H", "H", "H", "H", "H", "O", "H", "F", "C", "C", "C", "C", "C", "C", "H", "H", "H", "H"], "coordinates": [[-0.8316, 0.9720, -1.8581], [-1.0105, -0.4520, -2.0726], [0.3211, -1.0316, -2.1324], [-2.2335, -1.0663, -2.6414], [1.2719, 0.0155, -1.9305], [0.5813, 1.2308, -1.8050], [1.1987, 2.5566, -1.6993], [-1.8816, 2.0109, -2.0104], [0.6307, -2.4069, -2.6049], [2.7352, -0.1260, -1.9334], [-0.8583, -0.1763, 0.2829], [-2.3418, -3.0522, -0.3773], [-3.0216, 0.4911, 0.9283], [0.2883, -2.1325, 0.8996], [-3.1017, -0.3844, -2.5616], [-2.4475, -2.0251, -2.0907], [-2.0966, -1.3754, -3.6918], [-0.1477, -3.1218, -2.2875], [1.5984, -2.7484, -2.2073], [0.7056, -2.4672, -3.7069], [3.0542, -1.0145, -1.3987], [3.1892, 0.7308, -1.4537], [3.1640, -0.1725, -2.9402], [2.1375, 2.5157, -1.1485], [0.5331, 3.2936, -1.2413], [1.4422, 2.9529, -2.6881], [-2.8784, 1.6718, -1.6712], [-1.9718, 2.2766, -3.0735], [-1.5743, 2.9403, -1.5083], [0.0969, 1.3405, 0.9676], [0.0640, 2.2292, 1.4088], [0.7942, -0.5037, 7.0226], [0.5341, -0.3583, 5.6724], [1.5860, -0.4260, 4.7766], [1.2933, -0.3693, 3.3794], [-0.0091, -0.3190, 3.0016], [-1.0626, -0.2025, 3.8751], [-0.7905, -0.1984, 5.2551], [2.6087, -0.5068, 5.1425], [2.0986, -0.3986, 2.6411], [-2.0790, -0.0829, 3.4872], [-1.5890, -0.1095, 5.9937]], "forces_ev_per_angstrom": [[1.0328, -0.6350, -0.7634], [1.7135, 0.6892, -1.4462], [-1.1538, 1.3363, -0.0399], [-0.7918, -1.0239, -0.0562], [-1.5456, -0.3737, -0.2039], [-1.5398, -0.9771, -0.1653], [0.2320, 0.6946, 0.1789], [-0.3737, 0.3871, -0.3297], [0.0277, -0.6841, 0.3457], [0.5838, -0.1020, -0.0205], [2.0854, -1.2553, 2.3664], [-0.5656, -0.4503, 0.6296], [-1.1603, 0.2818, 0.1766], [1.5926, -1.4162, -0.4776], [0.3242, -0.4086, -0.0769], [-0.1756, 1.1254, -0.6725], [0.0517, 0.4505, -0.0362], [0.2933, 0.2779, 0.0210], [-0.2617, -0.0089, -0.0092], [-0.0848, 0.2255, 0.2185], [0.0834, -0.2171, 0.1285], [0.2556, 0.1964, 0.2294], [-0.0561, -0.0840, -0.1159], [-0.0075, 0.1445, 0.2301], [0.1201, -0.1371, 0.1740], [0.0398, 0.0240, -0.2107], [0.5611, 0.3486, 0.0167], [-0.1438, 0.0189, -0.0499], [-0.3848, -0.2501, 0.1566], [0.6484, 3.5292, 0.1325], [0.0091, -1.9361, -0.7036], [0.0279, 0.1881, 0.0601], [-0.4952, -0.0480, -0.5828], [0.1589, 0.1749, -0.8262], [0.5862, -0.1348, 2.2228], [-2.3785, 0.3519, -3.1144], [0.6201, 0.1729, 1.6948], [-0.1306, -0.1728, 0.1530], [-0.0702, -0.0503, 0.0978], [-0.0178, -0.0923, 0.1715], [0.1218, -0.0902, 0.4229], [0.1682, -0.0702, 0.0734]]}



{"formula": "C16H20ClCrI2NOPS", "method": "ωB97M-V/def2-TZVPD", "s_squared": 4.161, "spin_multiplicity": 4, "gap_ev": [5.048, 4.438], "total_charge": 2, "elements": ["I", "I", "Cr", "P", "C", "C", "H", "H", "H", "C", "H", "H", "H", "H", "H", "H", "C", "O", "Cl", "N", "S", "C", "C", "C", "C", "C", "C", "C", "C", "C", "C", "C", "C", "H", "H", "H", "H", "H", "H", "H", "H", "H", "H", "H"], "coordinates": [[-0.9161, -2.3757, -2.0622], [-0.9709, 2.3348, -2.1566], [0.4971, 0.0145, -1.7463], [0.3568, -0.0247, -4.1577], [-1.2958, -0.0405, -4.9232], [1.1929, 1.4070, -4.8919], [2.1674, -1.5718, -4.3533], [1.3687, -1.2694, -5.9254], [0.6133, -2.3577, -4.7088], [1.2104, -1.4585, -4.8615], [2.1562, 1.5295, -4.3991], [1.3354, 1.2086, -5.9559], [-1.1465, -0.0398, -6.0051], [-1.8525, 0.8443, -4.6224], [0.5942, 2.3035, -4.7388], [-1.8352, -0.9344, -4.6197], [-1.8372, -0.0199, -1.6697], [-3.0078, -0.0418, -1.6752], [2.7268, 0.0580, -1.9275], [0.4545, 0.0068, 0.2443], [-0.8151, -0.0499, 1.2646], [-0.3460, -1.3521, 2.3949], [-1.1570, -2.4890, 2.5040], [-0.7802, -3.5353, 3.3323], [0.4304, -3.4624, 4.0410], [1.2501, -2.3312, 3.9285], [0.8503, -1.2549, 3.1024], [-0.5604, 1.3859, 2.2969], [0.3688, 2.3581, 1.9614], [0.6345, 3.4081, 2.8604], [-0.0862, 3.5095, 4.0574], [-1.0900, 2.5559, 4.3451], [-1.3407, 1.5148, 3.4733], [1.3268, -0.1469, 0.7343], [-2.0909, -2.5303, 1.9181], [-1.4241, -4.4193, 3.4296], [0.7421, -4.2908, 4.6880], [2.1887, -2.2584, 4.4701], [1.4555, -0.3645, 3.0326], [0.8930, 2.2999, 1.0112], [1.4006, 4.1448, 2.6097], [0.1182, 4.3165, 4.7523], [-1.6725, 2.6464, 5.2732], [-2.1075, 0.7724, 3.6748]], "forces_ev_per_angstrom": [[0.6285, 0.1819, 0.2424], [0.6513, -0.1472, 0.2924], [-0.9813, -0.0369, 1.3051], [0.0900, 0.1694, -1.1526], [0.2854, -0.0014, 0.2453], [0.0051, -0.1254, 0.3080], [0.0689, -0.0594, -0.1243], [-0.0373, -0.1119, 0.0614], [0.0933, 0.0275, -0.1697], [0.0100, 0.0382, 0.3606], [0.0752, 0.0624, -0.1136], [-0.0254, 0.1041, 0.0484], [-0.1118, -0.0165, 0.0425], [-0.0647, 0.0010, -0.1523], [0.0732, -0.0082, -0.1552], [-0.0910, -0.0365, -0.1494], [-3.6916, -0.0595, -0.3507], [3.8251, 0.0384, 0.2668], [-1.2237, -0.0447, 0.0881], [0.4168, 0.0189, -1.7644], [-0.0236, -0.1784, 1.0792], [-0.0096, -0.5927, 0.2970], [-0.5778, 0.3982, -0.6545], [0.2635, -0.2471, 0.2851], [-0.0164, 0.1605, -0.0984], [-0.5937, 0.5421, -0.6643], [0.0406, -0.8690, 0.5231], [-0.4704, 0.8753, 0.9019], [0.2640, 0.1063, 0.1099], [-0.4216, -0.1175, 0.1625], [-0.1067, -0.7207, -0.6387], [0.1927, 0.5943, 0.2678], [0.3887, -0.5152, -0.7574], [0.3413, 0.0095, 0.0838], [0.4897, -0.0891, 0.4319], [0.3363, 0.4748, -0.0668], [-0.1874, 0.3753, -0.3036], [-0.1894, -0.0567, -0.0576], [0.1734, 0.1309, 0.0905], [0.0810, 0.0453, 0.2285], [-0.2915, -0.2381, 0.0777], [-0.0348, -0.1080, -0.0732], [0.2867, -0.0772, -0.5458], [0.0688, 0.1032, 0.1925]]}



{"formula": "C16H20I2N2O2", "method": "ωB97M-V/def2-TZVPD", "gap_ev": 5.396, "total_charge": 2, "elements": ["C", "C", "O", "C", "O", "N", "C", "C", "C", "C", "C", "C", "N", "C", "I", "C", "C", "I", "C", "C", "C", "C", "H", "H", "H", "H", "H", "H", "H", "H", "H", "H", "H", "H", "H", "H", "H", "H", "H", "H", "H", "H"], "coordinates": [[-1.2703, 5.4044, -0.3986], [-2.6240, 4.6683, -0.9731], [-2.2363, 3.4262, -1.6748], [-3.8287, 4.4867, 0.1238], [-3.4143, 3.9363, 1.4234], [-2.7562, 2.7518, 1.2744], [-1.2957, 2.7663, 1.7727], [-0.3783, 1.4152, 1.6249], [-0.9987, 0.0215, 0.9518], [0.0397, -1.2404, 0.8230], [1.5961, -0.8571, 0.3462], [2.7476, -2.0187, 0.2249], [2.3839, -3.4704, 0.5255], [3.5275, -4.4859, 0.3397], [3.6314, -5.9095, 2.0035], [3.3198, -5.2204, -1.1386], [3.5191, -4.1390, -2.3879], [4.7006, -6.9364, -1.3410], [0.9743, -3.8958, 0.9829], [-0.2842, -2.8139, 1.1505], [-2.5606, 0.0620, 0.4547], [-3.3957, 1.4954, 0.6668], [-0.4029, 4.6531, -0.0996], [-0.8281, 6.0302, -1.3140], [-1.4927, 6.1912, 0.4423], [-3.0531, 5.3931, -1.8192], [-1.5552, 3.7006, -2.3813], [-4.6832, 3.8316, -0.3351], [-4.2915, 5.5597, 0.3464], [-0.8023, 3.7106, 2.2700], [0.7556, 1.4019, 1.9890], [1.8749, 0.2625, 0.1270], [3.8320, -1.6618, -0.1158], [4.5409, -3.8649, 0.2526], [2.2275, -5.6928, -1.1195], [2.6761, -3.3073, -2.2695], [3.3985, -4.6338, -3.4460], [4.5513, -3.5693, -2.3251], [0.7931, -5.0275, 1.2200], [-1.3662, -3.1394, 1.5283], [-3.0510, -0.9008, -0.0416], [-4.5207, 1.6167, 0.3163]], "forces_ev_per_angstrom": [[0.3425, 0.6723, -0.8800], [0.4947, 1.4305, -0.6145], [0.6448, 1.5907, -0.0847], [-0.5508, 0.9101, -2.2977], [-0.0751, -0.4570, -0.7592], [3.6700, -4.5398, -0.2941], [0.0015, -4.3497, -1.5026], [-3.6773, 0.0468, -1.2163], [-1.6349, 2.9588, 0.4423], [2.5957, -1.9305, -0.4086], [-0.7244, -3.9467, 0.9771], [-4.6001, 0.8481, 0.9893], [-2.4823, 3.1048, 0.5890], [0.9277, 0.2042, -1.9724], [-0.1797, 0.9754, -0.6860], [-1.0923, 0.6329, 0.0349], [-0.5429, 0.4991, 0.6465], [-0.6860, 1.1080, -0.0758], [-0.3044, 3.8259, -0.6456], [3.9532, 1.6262, -1.2584], [2.3253, 3.2778, 1.9084], [2.8699, -0.6287, 0.5387], [-2.0852, 1.4359, -0.4360], [-0.9169, -1.3542, 2.0404], [0.4213, -1.6725, -1.5130], [0.5534, -1.4309, 2.0948], [-1.6314, -0.5547, 1.6104], [1.6228, 1.1639, 0.8868], [1.2101, -2.4681, -0.1997], [-1.6661, -1.8518, -1.2043], [-2.8995, 0.2494, -0.7391], [-0.5515, -2.5788, 0.3789], [-2.5337, -1.4357, 0.8916], [-2.3191, -1.3248, 0.5482], [2.3796, 1.0473, -0.2474], [1.6558, -1.7605, -0.3748], [0.2833, 0.8410, 2.3145], [-1.9614, -1.4469, -0.0851], [0.6958, 2.3956, -0.5473], [2.8185, 0.5571, -0.9267], [0.9291, 2.5788, 1.1918], [2.7199, -0.2495, 0.8855]]}